The following is a quantum chemistry calculation of a 2-piece molecular cluster, C3H6BClO2 overall in a non-equilibrium geometry, from the Open Molecules 2025 dataset.

**Lowest unoccupied orbital energy**: 0.24 eV
**Energy relative to the best compared isomer or geometry (same formula, charge and spin)**: 68.8 kcal per mole
**HOMO energy**: -8.43 eV
**Molar mass**: 120.344 g mol⁻¹

```
13
Properties=species:S:1:pos:R:3:forces:R:3:nbo_charge:R:1
B -0.28782 -0.46567 0.62569 0.0 0.6 -0.5 1.047
C 0.82802 2.00083 0.96501 1.2 1.1 -0.7 -0.429
C 0.51577 0.89592 0.39190 0.5 -3.5 -3.6 -0.221
C 1.13268 0.62624 -1.70655 -0.3 0.0 4.8 -0.423
O -1.54701 -0.35767 1.10501 -1.4 -0.4 0.7 -0.878
O 0.16880 -1.68371 0.20273 1.1 0.1 -0.2 -0.897
Cl -0.29394 1.25448 -2.42082 -0.3 -0.6 -0.8 -0.001
H 1.45239 2.67256 0.41401 0.2 0.6 -0.3 0.201
H 0.65674 2.31819 1.94662 -0.7 0.1 1.5 0.207
H 1.99325 1.17307 -1.97643 0.7 1.2 0.0 0.189
H 1.48265 -0.39967 -1.54135 -1.4 -0.2 -0.9 0.228
H -2.06588 -1.19115 1.14977 0.6 0.9 -0.1 0.484
H -0.35846 -2.46800 0.35881 -0.2 0.1 0.1 0.492
```
Forces are in eV/Å.

=====

The following is a quantum chemistry calculation of an isolated ion of composition C8H12N2O4P and charge -1 in a non-equilibrium geometry, from the Open Molecules 2025 dataset.

**Charge**: -1
**SMILES string**: C[C@@H]1COC2=C3OC[C@H](C)N3[P@](=O)([O-])N21
**Lowest unoccupied orbital energy**: 3.40 eV
**HOMO energy**: -3.48 eV
**Molar mass**: 231.168 g mol⁻¹

```
27
Properties=species:S:1:pos:R:3:forces:R:3:nbo_charge:R:1
C 3.63920 0.84417 -0.18097 -1.3 -0.6 -0.2 -0.603
C 2.41321 0.05550 0.28768 1.7 0.3 0.4 -0.051
C 2.70652 -1.48040 0.21656 -1.2 2.4 -1.9 -0.075
O 1.55957 -2.00020 -0.46547 0.5 -2.1 0.5 -0.489
C 0.64384 -1.04081 -0.53800 -1.3 0.5 0.0 0.342
C -0.67676 -1.04239 -0.59109 -0.6 -0.9 -0.2 0.292
O -1.62451 -2.08999 -0.47477 1.1 1.5 -1.0 -0.502
C -2.79270 -1.38011 -0.11680 -2.8 -2.0 1.5 -0.066
C -2.39735 -0.00795 0.35209 -1.7 0.8 -0.3 -0.081
C -3.45942 1.08185 0.17866 -0.9 -2.3 -0.4 -0.606
N -1.31685 0.24441 -0.58203 1.0 -1.6 1.2 -0.750
P -0.08835 1.39727 -0.21511 0.0 4.4 0.3 2.344
O -0.07516 2.01697 1.21529 0.0 -2.3 -2.5 -1.154
O -0.25261 2.39620 -1.35444 1.0 -1.3 1.3 -1.147
N 1.21982 0.22129 -0.46846 -0.6 1.1 -0.3 -0.749
H 3.99734 0.45869 -1.09487 0.8 -0.8 -1.1 0.188
H 4.35489 0.81721 0.60329 1.0 0.0 0.5 0.190
H 3.38362 1.83651 -0.42561 -0.4 1.4 0.2 0.227
H 2.36926 0.38423 1.29922 -1.0 0.1 1.3 0.183
H 3.46246 -1.51173 -0.53657 1.2 -0.9 0.1 0.175
H 2.90846 -1.88826 1.17390 0.1 -0.8 0.7 0.179
H -3.11033 -1.93771 0.83161 -0.5 0.5 -1.4 0.172
H -3.65922 -1.39163 -0.94584 2.0 0.0 1.6 0.163
H -2.18837 0.02452 1.42494 0.9 -0.4 0.0 0.190
H -4.41387 1.01472 0.72788 0.4 -0.5 0.0 0.188
H -3.65350 1.09251 -0.87465 -0.2 0.7 -0.6 0.209
H -2.94918 1.88510 0.55356 0.9 2.8 0.4 0.232
```
Forces are in eV/Å.

=====

The following is a quantum chemistry calculation of C3H8O3 in the gas phase in a non-equilibrium geometry, from the Open Molecules 2025 dataset.

**SMILES string**: OCC(O)CO
**Lowest unoccupied orbital energy**: 0.77 eV
**Energy relative to the best compared isomer or geometry (same formula, charge and spin)**: 50.3 kcal per mole
**HOMO energy**: -9.87 eV
**Molar mass**: 92.094 g mol⁻¹

```
14
Properties=species:S:1:pos:R:3:forces:R:3:nbo_charge:R:1
O 1.05964 1.41628 0.30229 0.7 1.4 -2.8 -0.738
C -0.33589 1.23203 0.46869 0.6 -2.1 0.4 -0.096
C -0.54104 -0.29238 0.53643 -1.0 -1.9 1.7 0.030
O 0.54784 -0.92538 1.21067 -1.6 -1.4 0.5 -0.736
C -0.54579 -0.83332 -0.86404 0.5 -1.2 -2.2 -0.100
O 0.85330 -0.78298 -1.34541 -0.4 -1.6 1.4 -0.751
H 1.31625 1.43406 -0.69448 -0.8 -0.4 2.6 0.500
H -1.01865 1.64799 -0.27246 0.3 0.4 0.1 0.180
H -0.53961 1.49826 1.46875 -0.4 1.3 1.0 0.187
H -1.38373 -0.66028 1.26956 0.7 1.2 -2.1 0.199
H 1.25238 -0.32818 1.19279 2.0 1.6 -0.1 0.483
H -0.92511 -1.91479 -1.07700 0.3 1.9 0.8 0.186
H -1.07276 -0.09493 -1.50957 0.1 -0.9 0.2 0.175
H 1.33317 -1.39638 -0.68622 -1.0 1.5 -1.5 0.480
```
Forces are in eV/Å.

=====

The following is a quantum chemistry calculation of C13H18N2O in the gas phase in a non-equilibrium geometry, from the Open Molecules 2025 dataset.

**SMILES string**: C=C(C)CNc1ccc([C@H](C)C(N)=O)cc1
**Lowest unoccupied orbital energy**: 0.71 eV
**Energy relative to the best compared isomer or geometry (same formula, charge and spin)**: 27.6 kcal per mole
**HOMO energy**: -7.91 eV
**Molar mass**: 218.300 g mol⁻¹

```
34
Properties=species:S:1:pos:R:3:forces:R:3:nbo_charge:R:1
C 0.67067 -0.59714 -2.36979 3.4 -1.5 0.6 -0.416
C 1.94263 -1.06468 -2.01450 -4.6 0.3 -1.5 0.020
C 2.41261 -2.37148 -2.62440 -0.4 0.2 0.7 -0.645
C 2.76632 -0.41177 -0.95233 -0.8 0.9 0.2 -0.257
N 2.22201 0.84878 -0.38067 0.3 -1.3 -0.3 -0.605
C 1.26216 0.92500 0.62888 0.4 0.9 0.1 0.152
C 1.03508 2.16363 1.25434 -1.4 -0.4 1.1 -0.251
C 0.01837 2.30603 2.22534 0.3 -0.1 -0.6 -0.194
C -0.75169 1.20731 2.65238 0.5 0.6 -0.6 -0.067
C -1.96434 1.43160 3.54045 0.6 0.3 0.0 -0.333
C -1.75831 0.66971 4.86566 0.8 -0.2 -1.1 -0.579
C -3.23271 1.00543 2.80157 -2.1 -1.7 0.1 0.674
N -3.37589 1.10104 1.44172 1.4 0.6 -0.1 -0.825
O -4.18195 0.45796 3.35700 0.7 0.5 1.0 -0.627
C -0.42391 -0.06081 2.12435 0.0 1.5 -0.6 -0.207
C 0.50703 -0.16178 1.08397 0.3 -0.9 0.2 -0.231
H 0.30973 0.31487 -1.97897 -0.3 0.8 0.5 0.197
H 0.01431 -1.10459 -3.06995 0.3 -0.2 0.0 0.197
H 2.76884 -3.08135 -1.87238 -0.1 0.1 0.1 0.211
H 1.63068 -2.85609 -3.21492 0.0 0.2 0.2 0.224
H 3.23204 -2.17721 -3.27508 0.9 0.1 -0.6 0.215
H 2.88721 -1.18039 -0.17568 0.3 0.4 0.1 0.208
H 3.72384 -0.16568 -1.40170 0.4 -0.1 0.3 0.212
H 2.60442 1.70278 -0.76605 -0.3 -0.3 0.4 0.397
H 1.57257 3.06006 1.04174 0.6 0.3 -0.5 0.209
H -0.18601 3.34138 2.58452 0.1 -1.0 -0.1 0.213
H -2.04181 2.52042 3.77411 0.0 -0.7 -0.3 0.235
H -2.50814 0.92165 5.56776 -0.8 0.0 0.8 0.224
H -0.76617 0.95543 5.25710 -0.4 -0.2 -0.1 0.210
H -1.76091 -0.41261 4.65393 -0.1 0.4 0.3 0.211
H -4.09575 0.49269 1.05379 0.4 0.4 0.2 0.408
H -2.50803 1.23078 0.93847 -0.3 -0.1 -0.4 0.392
H -1.01366 -0.91277 2.41940 0.0 -0.3 0.0 0.217
H 0.68954 -1.13984 0.62919 -0.2 0.3 0.1 0.212
```
Forces are in eV/Å.

=====

The following is a quantum chemistry calculation of C36H33I2N4O3PSTi as an isolated structure, from the Open Molecules 2025 dataset.

**Charge**: +2
**Lowest unoccupied orbital energy**: -6.26 eV
**Energy relative to the best compared isomer or geometry (same formula, charge and spin)**: 14.4 kcal per mole
**HOMO energy**: -13.14 eV
**Molar mass**: 934.401 g mol⁻¹

```
81
Properties=species:S:1:pos:R:3:forces:R:3:mulliken_charge:R:1
Ti 0.38604 0.39179 -0.44325 0.7 0.3 -0.7 -1.199
I 5.14985 -1.85168 4.96053 0.1 -0.1 0.1 0.192
C 3.69597 -0.97810 3.77574 -0.1 0.0 -0.1 -0.702
C 2.39682 -0.85381 4.25000 0.0 0.1 -0.1 -0.243
C 1.40857 -0.29352 3.44521 0.2 -0.1 0.2 -0.162
I -0.43968 0.10861 4.30354 0.0 0.0 -0.1 0.157
C 1.72934 0.09883 2.15295 -0.4 0.1 -0.3 0.040
O 0.75072 0.50555 1.27945 0.1 -0.1 0.9 0.186
C 3.04824 0.07392 1.71038 0.1 0.0 0.1 0.710
C 3.45175 0.82343 0.47329 0.0 0.1 -0.1 -1.130
N 2.56504 0.68938 -0.71254 0.0 -0.3 0.0 -0.167
C 3.10598 -0.18680 -1.76522 0.1 0.1 0.0 -1.038
C 2.14474 -0.12515 -2.91738 0.1 0.0 0.0 0.214
C 2.51668 -0.44453 -4.21042 0.0 0.0 0.1 -0.911
C 1.57616 -0.34119 -5.22094 -0.1 0.0 0.0 -0.536
C 0.29780 0.09924 -4.90629 0.1 0.0 0.0 -0.983
C 0.00112 0.39863 -3.59377 -0.1 0.1 0.1 -0.230
N 0.90373 0.28266 -2.60247 0.0 -0.2 -0.1 1.408
C 4.02697 -0.47704 2.52253 -0.1 0.0 0.0 -0.660
H 2.14866 -1.17370 5.25174 0.0 0.0 0.0 0.447
H 4.47326 0.55817 0.18870 0.0 0.0 0.0 0.384
H 3.45972 1.88345 0.73613 0.0 0.0 0.0 0.483
H 2.50799 1.60417 -1.15003 0.0 0.0 0.0 0.259
H 3.22519 -1.19919 -1.37545 0.0 0.1 -0.1 0.265
H 4.09721 0.15869 -2.08158 -0.1 -0.1 0.0 0.801
H 3.52919 -0.76199 -4.41723 0.0 0.0 0.0 0.559
H 1.83799 -0.58803 -6.24062 0.0 0.0 0.0 0.471
H -0.46407 0.21434 -5.66293 0.0 0.0 0.0 0.528
H -0.98916 0.74158 -3.31772 0.1 0.0 0.0 0.434
H 5.05314 -0.50355 2.18159 0.0 0.0 0.0 0.482
O -3.02866 0.51349 -2.19193 0.1 0.0 0.0 -0.716
S -2.30813 0.29763 -0.98208 -0.1 -0.1 0.0 1.403
O -1.25317 -0.77425 -1.03054 0.0 -0.1 0.1 -0.333
N -1.28584 1.42996 -0.53543 -0.6 0.3 -0.2 0.977
C -1.57770 2.80851 -0.50112 0.2 -0.3 0.0 0.541
C -2.81971 3.36794 -0.46401 -0.1 0.2 0.0 -0.309
C -2.94731 4.77708 -0.44047 0.1 -0.1 0.0 -1.044
C -1.84544 5.58063 -0.45434 0.0 -0.1 0.0 -0.985
C -0.54951 5.00711 -0.49894 0.0 0.1 0.0 0.768
C 0.63356 5.77372 -0.53173 -0.1 0.0 0.0 -0.587
C 1.83866 5.13792 -0.59206 0.0 -0.2 0.0 -1.514
C 1.85879 3.73280 -0.61363 -0.1 0.1 0.0 0.139
N 0.78857 2.96466 -0.57331 -0.1 -0.1 -0.1 0.562
C -0.41852 3.60793 -0.51954 0.1 0.0 0.0 -0.621
C -3.42341 -0.03539 0.30471 -0.1 -0.1 0.1 0.188
C -3.18079 0.45321 1.58312 0.0 0.0 0.0 -0.060
C -4.09557 0.16221 2.58258 0.0 0.0 0.0 -0.878
C -5.21097 -0.61414 2.30130 0.0 0.0 0.0 -0.578
C -5.43552 -1.09749 1.01812 0.0 0.0 0.0 -0.827
C -4.54778 -0.79978 -0.00124 0.0 0.0 0.1 -0.585
H -3.71202 2.75562 -0.45643 0.0 0.0 0.0 0.604
H -3.93629 5.21056 -0.41272 0.0 0.0 0.0 0.444
H -1.94270 6.65665 -0.43451 0.0 0.0 0.0 0.460
H 0.57265 6.85397 -0.51330 0.0 0.0 0.0 0.498
H 2.77046 5.68247 -0.62211 0.0 0.0 0.0 0.464
H 2.82991 3.25528 -0.66578 0.1 0.0 0.0 0.809
H -2.30678 1.05576 1.79432 0.0 0.0 0.0 0.493
H -3.94340 0.55073 3.58030 0.0 0.0 0.0 0.490
H -5.92078 -0.83557 3.08638 0.0 0.0 0.0 0.450
H -6.31322 -1.69174 0.80767 0.0 0.0 0.0 0.487
H -4.72473 -1.14463 -1.00922 0.0 0.0 -0.1 0.543
C 2.38770 -2.91255 0.61572 0.0 -0.1 0.0 -1.302
P 0.91801 -2.26645 -0.24073 -0.1 0.2 -0.1 1.653
C 0.98462 -3.03357 -1.88606 0.0 -0.1 0.0 -1.673
C -0.44011 -3.10498 0.61184 0.1 -0.1 0.0 0.677
C -1.10701 -2.44386 1.63543 0.0 0.1 0.1 0.691
C -2.09007 -3.08659 2.36896 0.0 0.0 0.0 -0.698
C -2.41986 -4.40252 2.07766 0.0 0.0 0.0 -0.874
C -1.75673 -5.07215 1.05931 0.0 0.0 0.0 -0.879
C -0.76662 -4.43041 0.33042 0.0 0.0 0.0 -0.797
H 2.35459 -2.62134 1.66390 0.0 0.0 0.0 0.244
H 3.32359 -2.55824 0.18667 0.0 0.0 0.0 0.365
H 2.35545 -4.00175 0.55152 0.0 0.0 0.0 0.599
H 1.04331 -4.11877 -1.79593 0.0 0.1 0.0 0.686
H 1.86442 -2.70353 -2.43550 0.0 0.0 0.0 0.339
H 0.09061 -2.76863 -2.44968 0.0 0.0 0.0 0.316
H -0.86042 -1.41766 1.87734 0.0 0.0 0.0 -0.354
H -2.59333 -2.55900 3.16754 0.0 0.0 0.0 0.465
H -3.18594 -4.91014 2.64686 0.0 0.0 0.0 0.447
H -2.00285 -6.10048 0.83438 0.0 0.0 0.0 0.437
H -0.25901 -4.98437 -0.44762 0.0 0.0 0.0 0.312
```
Forces are in eV/Å.

=====

The following is a quantum chemistry calculation of C18H18N4O2 in the gas phase in a non-equilibrium geometry, from the Open Molecules 2025 dataset.

**SMILES string**: CCOc1ccccc1/N=N/c1c(C)[nH]n(-c2ccccc2)c1=O
**Lowest unoccupied orbital energy**: -0.10 eV
**Energy relative to the best compared isomer or geometry (same formula, charge and spin)**: 88.5 kcal per mole
**HOMO energy**: -7.74 eV
**Molar mass**: 322.368 g mol⁻¹

```
42
Properties=species:S:1:pos:R:3:forces:R:3:nbo_charge:R:1
C -1.77846 -2.75555 1.02809 -0.2 0.1 -0.4 -0.635
C -2.09379 -2.51744 -0.44140 0.8 -0.3 0.1 -0.075
O -3.44537 -2.13858 -0.65037 -0.5 0.1 0.0 -0.502
C -3.90295 -0.92400 -0.29408 0.1 0.3 0.0 0.412
C -5.29831 -0.81297 -0.29210 0.0 0.0 0.0 -0.284
C -5.93283 0.37303 -0.00094 0.1 -0.1 0.0 -0.177
C -5.18447 1.50720 0.29763 0.0 0.2 0.0 -0.254
C -3.81448 1.43125 0.28048 0.1 -0.1 0.0 -0.173
C -3.13912 0.23320 -0.01407 -1.4 0.3 0.0 -0.043
N -1.76942 0.15634 0.04413 2.7 1.2 -0.2 -0.179
N -1.12413 1.24765 -0.09290 -2.2 -0.9 0.1 -0.194
C 0.23256 1.18837 0.00192 1.1 0.0 0.1 -0.095
C 1.00742 2.32617 0.04844 -0.1 -0.5 -0.1 0.272
C 0.57818 3.74325 0.09683 0.1 0.0 0.0 -0.666
N 2.31777 1.97307 0.03136 0.0 0.2 -0.2 -0.373
N 2.41481 0.59414 0.09038 -0.4 0.2 0.2 -0.268
C 3.65452 -0.04338 0.02192 0.4 -0.1 -0.1 0.216
C 3.77836 -1.36818 0.43611 -0.2 0.0 0.0 -0.251
C 5.00976 -1.99166 0.37861 0.1 0.1 0.0 -0.176
C 6.12701 -1.30943 -0.07486 0.1 0.0 0.0 -0.232
C 6.00279 0.00519 -0.48934 0.1 -0.1 0.1 -0.193
C 4.77514 0.63998 -0.44796 -0.2 0.1 0.0 -0.284
C 1.13200 0.02966 0.02193 -0.1 0.1 0.1 0.609
O 0.91463 -1.16150 -0.03984 0.0 -0.2 0.0 -0.614
H -2.42841 -3.52339 1.44232 0.0 -0.1 0.0 0.201
H -1.91075 -1.83334 1.58738 0.0 0.0 0.1 0.214
H -0.74195 -3.06418 1.11616 0.1 0.0 0.1 0.227
H -1.98626 -3.44374 -1.01215 0.0 0.1 0.1 0.181
H -1.41310 -1.75720 -0.83461 -0.1 -0.4 0.0 0.220
H -5.86332 -1.70283 -0.52333 0.0 -0.1 0.0 0.223
H -7.01168 0.41732 0.00455 -0.1 0.0 0.0 0.213
H -5.67679 2.43712 0.54034 0.0 0.1 0.0 0.212
H -3.20213 2.29002 0.51389 0.0 0.0 0.0 0.223
H 0.74891 4.16656 1.08719 0.0 0.0 0.0 0.233
H -0.48342 3.79029 -0.12624 0.0 0.0 0.0 0.260
H 1.13102 4.33692 -0.62914 0.0 0.0 0.0 0.231
H 3.06326 2.52651 0.42882 -0.1 -0.2 0.1 0.410
H 2.90690 -1.89816 0.78097 0.0 0.0 0.0 0.255
H 5.09724 -3.01926 0.69748 0.0 -0.1 0.0 0.216
H 7.08744 -1.80036 -0.11135 0.1 0.0 0.0 0.215
H 6.86502 0.54281 -0.85531 0.1 0.0 0.0 0.216
H 4.68989 1.65606 -0.80474 0.0 0.1 0.0 0.210
```
Forces are in eV/Å.

=====

- Look up the HOMO energy of the third one.
  -9.87 eV